# 1
C12H24AlO13P as an isolated structure at a distorted geometry, computed with ωB97M-V/def2-TZVPD.

Geometry as XYZ:
```
51
Properties=species:S:1:pos:R:3:lowdin_charge:R:1
Al -0.432 -0.388 -2.294 1.120
P 2.278 -0.196 -3.833 0.217
O 3.668 -0.030 -4.514 0.054
O 1.046 0.011 -4.738 -0.074
O 2.140 0.867 -2.666 -0.173
O 1.910 -1.611 -3.110 -0.135
C 1.137 3.646 -3.878 -0.029
C 0.940 3.934 -2.396 -0.206
O -0.389 4.392 -2.099 0.053
C -1.322 3.510 -1.778 -0.577
O -1.089 2.329 -1.572 -0.014
O -2.487 4.122 -1.722 0.048
C -3.586 3.426 -1.139 -0.024
H 2.194 3.833 -4.071 0.092
H 0.429 4.222 -4.473 0.098
H 0.890 2.589 -3.977 0.038
H 1.542 4.755 -2.005 0.129
H 1.261 3.195 -1.661 0.092
H -3.873 3.898 -0.199 0.097
H -3.289 2.451 -0.752 0.090
H -4.510 3.375 -1.716 0.102
C -0.431 -0.899 4.870 -0.058
C 0.672 -0.396 3.891 -0.161
O 0.117 -0.414 2.530 0.001
C 0.539 0.423 1.536 -0.470
O -0.038 0.574 0.468 0.030
O 1.791 0.967 1.838 -0.035
C 2.476 1.749 0.840 -0.025
H -0.126 -0.686 5.895 0.082
H -0.462 -1.987 4.806 0.057
H -1.475 -0.656 4.677 0.084
H 1.562 -1.024 3.941 0.127
H 0.932 0.599 4.252 0.118
H 2.937 1.104 0.092 0.089
H 3.229 2.428 1.241 0.100
H 1.734 2.420 0.408 0.078
C -2.694 -3.713 3.023 -0.041
C -1.812 -3.063 1.956 -0.220
O -0.999 -4.001 1.296 0.036
C -0.238 -3.674 0.214 -0.530
O -0.193 -2.550 -0.240 0.020
O 0.460 -4.753 -0.181 0.019
C 1.333 -4.617 -1.313 -0.031
H -2.200 -3.601 3.988 0.067
H -2.964 -4.750 2.824 0.085
H -3.632 -3.159 2.999 0.081
H -1.246 -2.292 2.479 0.095
H -2.395 -2.627 1.145 0.127
H 2.111 -3.859 -1.230 0.086
H 0.718 -4.309 -2.159 0.090
H 1.838 -5.566 -1.494 0.103
```

* ⟨S²⟩: 1.74
* HOMO level (alpha / beta): -13.17 / -13.15 eV
* HOMO-LUMO gap (alpha / beta): 4.528 / 4.257 eV
* 2S+1: 2
* charge: +1
* maximum force: 4.73 eV/A

---

# 2
C12H24BF10N6NaSb as an isolated structure at a distorted geometry, computed with ωB97M-V/def2-TZVPD.

Geometry as XYZ:
```
55
Properties=species:S:1:pos:R:3:lowdin_charge:R:1
Na -0.923 -0.210 -1.040 0.208
C -1.673 2.675 -1.867 0.015
N -0.749 3.357 -1.013 -0.058
C -0.998 4.701 -0.561 -0.091
C 0.243 5.012 0.278 -0.106
N 0.819 3.699 0.511 -0.072
C 2.018 3.630 1.305 -0.035
C 0.287 2.783 -0.361 -0.281
N 0.583 1.561 -0.661 0.162
C 1.667 0.825 -0.175 -0.140
C 1.249 -0.241 0.909 -0.175
N 0.517 -1.283 0.327 0.098
C 0.620 -2.544 0.600 -0.322
N 1.080 -3.162 1.729 -0.076
C 1.589 -2.601 2.948 -0.037
C 0.912 -4.600 1.638 -0.111
C 0.029 -4.766 0.403 -0.106
N 0.156 -3.485 -0.247 -0.083
C -0.487 -3.260 -1.502 0.000
H -2.108 3.390 -2.563 0.108
H -2.483 2.221 -1.289 0.090
H -1.144 1.901 -2.415 0.091
H -1.921 4.745 0.031 0.140
H -1.112 5.380 -1.410 0.132
H 0.000 5.497 1.229 0.129
H 0.960 5.643 -0.268 0.133
H 2.028 4.486 1.981 0.095
H 2.925 3.670 0.693 0.102
H 2.027 2.729 1.915 0.089
H 2.462 1.427 0.271 0.103
H 2.065 0.256 -1.012 0.124
H 0.635 0.310 1.628 0.121
H 2.183 -0.565 1.380 0.119
H 1.069 -1.677 3.194 0.091
H 2.667 -2.411 2.894 0.091
H 1.413 -3.318 3.753 0.092
H 0.442 -4.994 2.542 0.124
H 1.891 -5.084 1.515 0.128
H -1.022 -4.940 0.670 0.134
H 0.363 -5.569 -0.256 0.127
H -0.447 -4.178 -2.081 0.107
H 0.029 -2.486 -2.049 0.066
H -1.529 -2.960 -1.377 0.097
F -0.501 -0.378 -2.889 0.032
B 0.791 -0.538 -3.515 -1.318
F 1.275 0.712 -3.764 0.160
F 1.606 -1.167 -2.566 0.108
F 0.639 -1.322 -4.605 0.185
F -1.624 0.652 0.752 -0.332
Sb -3.228 -0.427 0.773 1.427
F -2.176 -1.977 1.090 -0.321
F -2.836 -0.642 -1.109 -0.340
F -4.759 -1.486 0.629 -0.333
F -4.138 1.176 0.381 -0.346
F -3.385 -0.161 2.625 -0.344
```

* ⟨S²⟩: 0.76
* HOMO level (alpha / beta): -9.06 / -8.45 eV
* HOMO-LUMO gap (alpha / beta): 8.978 / 4.654 eV
* relative energy (zero: lowest compared OMol25 entry of this formula, charge and spin): 137.8 kJ/mol
* 2S+1: 2
* charge: 0
* maximum force: 1.89 eV/A

---

# 3
A 6-piece molecular cluster, C12H24Cl12 overall at a distorted geometry, computed with ωB97M-V/def2-TZVPD.

Geometry as XYZ:
```
48
Properties=species:S:1:pos:R:3:lowdin_charge:R:1
Cl -0.824 3.044 7.585 0.528
C -0.471 2.884 5.807 -0.634
C 0.376 1.627 5.651 -0.676
Cl 0.949 1.410 3.983 0.590
H 0.068 3.803 5.496 0.082
H -1.346 2.821 5.163 0.032
H -0.206 0.741 5.896 0.069
H 1.228 1.716 6.322 0.063
Cl -2.445 3.639 2.605 0.618
C -1.327 2.992 1.457 -0.733
C -0.910 3.961 0.379 -0.626
Cl 0.285 5.210 1.006 0.487
H -1.730 2.129 0.957 0.059
H -0.442 2.735 2.026 0.000
H -1.737 4.569 -0.022 0.069
H -0.352 3.463 -0.435 0.022
Cl 3.106 -2.206 -2.053 0.514
C 4.522 -1.035 -1.986 -0.583
C 4.951 -0.524 -3.374 -0.627
Cl 5.560 -1.846 -4.438 0.511
H 5.300 -1.540 -1.437 0.062
H 4.135 -0.202 -1.388 0.042
H 5.796 0.135 -3.191 0.067
H 4.106 -0.048 -3.915 0.080
Cl -4.288 -4.498 -0.123 0.467
C -2.822 -5.280 0.701 -0.585
C -2.152 -6.247 -0.261 -0.657
Cl -3.052 -7.800 -0.469 0.515
H -3.200 -5.740 1.593 0.057
H -2.176 -4.433 0.904 0.035
H -1.148 -6.498 0.142 0.081
H -2.067 -5.698 -1.215 0.069
Cl -0.048 2.347 -4.640 0.486
C -1.176 0.902 -4.616 -0.577
C -2.540 1.232 -3.947 -0.641
Cl -2.456 1.749 -2.249 0.555
H -0.697 0.167 -4.026 0.039
H -1.352 0.658 -5.666 0.073
H -3.147 0.321 -3.902 0.070
H -3.033 2.059 -4.483 0.072
Cl 1.729 1.538 -0.636 0.556
C 0.681 0.049 -0.623 -0.640
C 0.979 -0.692 0.659 -0.644
Cl 0.042 -2.240 0.585 0.538
H 0.944 -0.597 -1.431 0.004
H -0.357 0.391 -0.692 0.033
H 0.737 -0.138 1.567 0.027
H 2.006 -1.028 0.732 0.051
```

* HOMO level: -10.72 eV
* HOMO-LUMO gap: 11.009 eV
* relative energy (zero: lowest compared OMol25 entry of this formula, charge and spin): 67.2 kJ/mol
* charge: 0
* structure (SMILES): ClCCCl.ClCCCl.ClCCCl.ClCCCl.ClCCCl.ClCCCl
* maximum force: 2.21 eV/A

---

# 4
A 6-piece molecular cluster, C12H24Cl12 overall at a distorted geometry, computed with ωB97M-V/def2-TZVPD.

Geometry as XYZ:
```
48
Properties=species:S:1:pos:R:3:lowdin_charge:R:1
Cl -2.318 -2.649 -2.131 0.581
C -1.230 -3.571 -1.109 -0.669
C -0.829 -4.997 -1.637 -0.667
Cl 0.413 -4.904 -2.848 0.576
H -1.808 -3.743 -0.201 0.063
H -0.345 -2.956 -0.949 0.016
H -1.626 -5.669 -1.954 0.075
H -0.447 -5.611 -0.820 0.068
Cl -2.546 1.958 -0.472 0.636
C -1.287 0.924 -1.196 -0.595
C -0.108 0.612 -0.210 -0.510
Cl -0.942 -0.104 1.202 0.765
H -0.963 1.382 -2.130 0.092
H -1.754 -0.041 -1.392 0.008
H 0.434 1.461 0.207 0.022
H 0.545 -0.159 -0.619 0.047
Cl -0.261 2.204 3.610 0.743
C -0.584 3.708 2.654 -0.573
C -2.048 4.118 2.674 -0.678
Cl -2.255 5.704 1.922 0.615
H -0.259 3.488 1.637 0.056
H 0.033 4.519 3.041 0.092
H -2.438 4.255 3.683 0.078
H -2.683 3.431 2.116 0.003
Cl 4.644 0.814 -1.470 0.531
C 5.121 1.443 0.166 -0.637
C 4.541 2.769 0.484 -0.624
Cl 2.819 2.630 0.974 0.542
H 6.199 1.605 0.129 0.079
H 4.973 0.622 0.867 0.072
H 4.567 3.423 -0.387 0.077
H 5.023 3.220 1.351 0.081
Cl -6.718 -0.946 1.045 0.574
C -5.449 0.096 0.361 -0.696
C -5.788 1.519 0.607 -0.671
Cl -5.343 2.154 2.243 0.544
H -5.366 -0.120 -0.704 0.078
H -4.522 -0.273 0.799 0.047
H -6.866 1.622 0.480 0.069
H -5.267 2.112 -0.145 0.032
Cl 2.329 -2.091 -1.916 0.518
C 3.587 -2.969 -0.961 -0.628
C 4.704 -3.448 -1.851 -0.688
Cl 4.185 -4.566 -3.124 0.563
H 3.184 -3.864 -0.487 0.074
H 4.078 -2.399 -0.172 0.073
H 5.322 -4.087 -1.222 0.070
H 5.351 -2.622 -2.146 0.076
```

* ⟨S²⟩: 0.75
* HOMO level (alpha / beta): -12.60 / -12.60 eV
* HOMO-LUMO gap (alpha / beta): 10.011 / 2.723 eV
* relative energy (zero: lowest compared OMol25 entry of this formula, charge and spin): 0.0 kJ/mol
* 2S+1: 2
* charge: +1
* maximum force: 1.97 eV/A

---

# 5
C12H24Cl2N3O2P2Pb as an isolated structure at a distorted geometry, computed with ωB97M-V/def2-TZVPD.

Geometry as XYZ:
```
46
Properties=species:S:1:pos:R:3:lowdin_charge:R:1
C -0.167 3.301 1.694 0.015
C 0.523 2.697 0.629 -0.101
H 0.273 4.282 1.959 0.174
H -0.167 2.596 2.553 0.128
H -1.227 3.437 1.411 0.104
O 1.335 2.700 -0.224 0.275
Cl -2.373 0.854 1.812 -0.085
Pb -1.241 0.317 -0.540 0.624
P -2.479 2.265 -2.097 0.734
C -1.752 2.719 -3.701 -0.218
C -4.070 1.482 -2.527 -0.219
H -3.428 3.667 -0.368 0.066
H -3.662 4.378 -2.008 0.092
H -2.055 4.461 -1.199 0.059
C -2.957 3.850 -1.346 -0.220
H -4.511 0.983 -1.649 0.070
H -4.738 2.281 -2.874 0.084
H -2.440 3.383 -4.245 0.093
H -1.570 1.811 -4.292 0.072
H -3.918 0.735 -3.318 0.077
H -0.798 3.236 -3.537 0.062
C 0.836 0.744 -2.415 -0.073
O 1.694 0.766 -3.165 0.161
Cl -1.478 -2.002 -1.716 0.024
C 1.806 -3.317 2.896 -0.114
N 0.776 -3.490 1.857 -0.081
C 1.403 -3.923 0.588 -0.102
N 2.467 -2.990 0.140 -0.079
C 3.468 -2.838 1.217 -0.115
N 2.869 -2.372 2.485 -0.064
C 2.394 -0.999 2.388 -0.277
P 1.048 -0.786 1.118 1.019
C -0.002 -2.259 1.670 -0.308
C 1.931 -1.691 -0.277 -0.321
H 2.281 -4.291 3.101 0.162
H 1.323 -2.926 3.801 0.149
H 0.626 -3.982 -0.186 0.136
H 1.869 -4.910 0.750 0.160
H 4.211 -2.097 0.897 0.146
H 3.940 -3.815 1.404 0.161
H 1.991 -0.671 3.354 0.115
H 3.230 -0.345 2.112 0.113
H -0.787 -2.426 0.919 0.046
H -0.456 -1.958 2.624 0.107
H 2.764 -1.043 -0.592 0.107
H 1.220 -1.815 -1.104 0.041
```

* HOMO level (alpha / beta): -17.59 / -17.65 eV
* HOMO-LUMO gap (alpha / beta): 3.997 / 3.938 eV
* relative energy (zero: lowest compared OMol25 entry of this formula, charge and spin): 0.0 kJ/mol
* charge: +3
* maximum force: 7.48 eV/A

---

# 6
C12H24F6GeN2PdSbSe as an isolated structure, computed with ωB97M-V/def2-TZVPD.

Geometry as XYZ:
```
48
Properties=species:S:1:pos:R:3:lowdin_charge:R:1
Pd -2.205 -0.354 -0.389 0.600
Se -4.052 -1.701 0.502 0.613
C -3.957 -3.338 -0.474 -0.659
C -4.423 -4.518 0.111 -0.173
C -4.369 -5.726 -0.572 -0.135
C -3.839 -5.783 -1.854 -0.142
C -3.374 -4.611 -2.442 -0.112
C -3.434 -3.398 -1.771 -0.140
H -4.823 -4.484 1.119 0.080
H -4.733 -6.630 -0.093 0.083
H -3.785 -6.727 -2.386 0.078
H -2.958 -4.639 -3.443 0.090
H -3.091 -2.474 -2.232 0.057
N -0.688 0.642 -5.848 0.007
C 0.563 2.041 -2.845 0.021
C -0.619 1.237 -2.436 -0.352
N -0.630 0.912 -0.988 -0.074
H -0.161 1.263 -5.237 -0.025
H -1.578 0.513 -5.373 0.006
H -0.226 -0.258 -5.760 0.002
H 0.494 3.115 -2.952 0.040
H 1.554 1.620 -2.734 0.041
H -0.681 0.282 -2.957 0.075
H -1.553 1.750 -2.660 0.097
H -0.691 1.771 -0.446 0.068
H 0.290 0.554 -0.728 0.045
F -2.766 -0.509 -2.396 -0.635
Sb 2.459 2.203 1.161 1.438
F 2.234 0.777 -0.298 -0.600
F -0.612 0.779 1.708 -0.251
F 1.116 3.142 0.141 -0.491
F 2.719 3.982 2.076 -0.632
F 4.007 2.711 0.123 -0.526
C 0.996 -1.496 2.938 -0.235
Ge -0.647 -1.963 1.951 0.752
C -0.085 -2.974 0.369 -0.221
C -1.688 -3.178 3.096 -0.238
C -1.568 -0.283 1.490 -0.552
H 1.561 -2.396 3.195 0.004
H 0.764 -0.952 3.856 0.011
H 1.621 -0.854 2.317 -0.021
H 0.534 -3.827 0.660 0.008
H 0.495 -2.331 -0.295 0.012
H -0.958 -3.335 -0.177 -0.004
H -1.041 -3.976 3.468 0.004
H -2.506 -3.611 2.520 -0.020
H -2.115 -2.644 3.947 0.009
H -2.383 -0.077 2.190 -0.001
```

* ⟨S²⟩: 0.75
* HOMO level (alpha / beta): -1.85 / -1.86 eV
* HOMO-LUMO gap (alpha / beta): 6.570 / 6.570 eV
* relative energy (zero: lowest compared OMol25 entry of this formula, charge and spin): 0.0 kJ/mol
* 2S+1: 2
* charge: -2
* maximum force: 0.14 eV/A

---

Total energy (computed, hartree): -2033.14969; -2226.62607; -5993.94443; -5993.55967; -2581.16515; -6027.00178